ORCA calculation (ωB97M-V with the def2-TZVPD basis set) on a molecular structure, C29H27N8O2PtS.

Geometry (Å):
Pt: -0.1236 0.2665 0.0995
C: 0.5166 3.2279 0.0824
N: -0.2908 2.2425 -0.7111
C: -1.7588 2.5357 -0.6431
C: -2.2054 2.0689 0.7056
N: -1.6504 0.9768 1.2155
C: -2.1615 0.7922 2.5043
C: -1.9174 -0.1687 3.4843
C: -2.6372 -0.0496 4.6534
C: -3.5717 0.9827 4.8550
C: -3.8146 1.9397 3.8945
C: -3.0840 1.8220 2.7167
N: -3.0658 2.6116 1.5658
C: 1.3888 2.4986 1.0478
N: 1.1672 1.2264 1.3274
C: 2.1349 0.8165 2.2585
C: 2.3758 -0.4079 2.8808
C: 3.4267 -0.4452 3.7731
C: 4.2134 0.6872 4.0473
C: 3.9818 1.9000 3.4350
C: 2.9255 1.9356 2.5318
N: 2.4236 2.9712 1.7411
H: -0.1715 3.8707 0.6355
H: 1.0932 3.8699 -0.5836
H: 0.0095 2.2556 -1.6827
H: -2.2454 1.9487 -1.4245
H: -1.9733 3.5887 -0.8258
H: -1.2040 -0.9653 3.3387
H: -2.4830 -0.7736 5.4416
H: -4.1136 1.0247 5.7897
H: -4.5308 2.7350 4.0498
H: -3.6493 3.4187 1.3940
H: 1.7714 -1.2761 2.6715
H: 3.6522 -1.3713 4.2836
H: 5.0220 0.6042 4.7604
H: 4.5868 2.7703 3.6495
H: 2.7615 3.9232 1.7308
O: 3.1586 -2.1568 -5.3582
C: 3.9129 -1.4633 -4.4026
C: 2.9986 -1.0766 -3.2783
C: 3.4908 -0.4897 -2.1143
C: 2.6214 -0.1309 -1.1099
N: 1.3025 -0.3509 -1.2178
C: 0.8059 -0.9669 -2.3167
C: 1.6282 -1.3117 -3.3679
C: -0.6368 -1.2758 -2.2612
C: -1.2685 -2.1526 -3.1142
C: -2.6096 -2.4760 -2.9090
C: -3.2899 -3.4605 -3.8133
O: -2.5548 -3.5238 -5.0070
C: -3.2699 -1.8944 -1.8309
C: -2.5890 -1.0315 -1.0030
N: -1.3074 -0.7043 -1.2320
H: 3.7185 -2.4261 -6.0949
H: 4.3568 -0.5455 -4.8101
H: 4.7316 -2.0654 -3.9912
H: 4.5505 -0.3148 -1.9810
H: 2.9724 0.3163 -0.1897
H: 1.2320 -1.7804 -4.2564
H: -0.7389 -2.6126 -3.9354
H: -4.3304 -3.1574 -3.9670
H: -3.3035 -4.4264 -3.2890
H: -2.9760 -4.1321 -5.6247
H: -4.3072 -2.1190 -1.6201
H: -3.0604 -0.5809 -0.1411
S: -1.3688 -3.8329 1.3697
C: -0.6414 -2.4677 1.1433
N: -0.0271 -1.4430 1.0294

Force components x, y, z for each atom (eV/Å):
Pt -0.18 0.06 -0.09
C 0.02 0.12 0.03
N -0.15 -0.18 0.09
C -0.10 0.03 -0.06
C 0.06 0.02 0.05
N 0.09 0.25 0.01
C -0.07 0.01 -0.02
C 0.00 0.01 0.00
C 0.01 -0.01 -0.01
C -0.01 0.01 0.00
C 0.00 0.00 0.00
C 0.00 -0.02 0.03
N -0.07 -0.05 -0.08
C -0.04 -0.01 -0.02
N 0.20 -0.15 -0.09
C -0.06 0.06 0.04
C 0.04 0.03 0.00
C -0.01 0.00 -0.01
C 0.02 0.00 0.02
C -0.01 0.00 -0.01
C -0.01 -0.05 0.04
N -0.05 0.05 0.02
H 0.01 0.03 -0.02
H 0.01 -0.03 -0.03
H -0.01 0.09 -0.02
H -0.02 0.05 -0.02
H 0.05 0.02 0.04
H 0.01 -0.01 -0.01
H 0.00 0.00 0.00
H 0.01 0.00 0.00
H 0.00 0.00 0.00
H 0.01 0.01 0.01
H -0.01 -0.02 0.00
H 0.00 0.00 0.00
H 0.00 0.00 0.00
H 0.00 0.00 0.00
H 0.01 0.00 0.00
O 0.00 0.01 0.00
C -0.01 0.02 0.00
C 0.00 0.00 -0.02
C 0.02 0.00 0.00
C 0.04 -0.02 0.02
N -0.08 0.06 -0.03
C -0.01 -0.02 -0.03
C 0.01 -0.07 0.06
C 0.04 0.00 0.01
C -0.02 0.08 -0.05
C 0.00 0.00 -0.05
C 0.03 -0.02 0.01
O -0.01 0.01 0.01
C 0.00 -0.01 0.05
C -0.07 0.08 -0.11
N -0.02 -0.12 0.07
H 0.00 0.00 0.00
H 0.01 0.00 0.01
H -0.01 -0.02 0.00
H 0.00 0.01 0.00
H -0.02 0.00 -0.03
H 0.01 -0.02 -0.01
H 0.00 0.00 -0.01
H 0.01 0.04 -0.03
H -0.04 0.00 0.01
H 0.02 -0.02 0.01
H 0.00 -0.01 0.01
H 0.00 -0.04 0.02
S 0.00 0.05 0.01
C -0.26 -0.05 -0.29
N 0.62 -0.22 0.49

## Properties
- Highest occupied orbital energy: -16.494 eV
- HOMO-LUMO gap: 7.31 eV
- Molar mass: 746.73 g/mol
- Energy above the lowest of the compared OMol25 structures with the same formula, charge and spin: 0.0 kJ/mol
- Net charge: +3
- Total energy: -60586.766 eV
- Largest force on an atom: 0.0159 Eh/bohr

natural (NBO) population analysis, charges in e, atoms 1 to 2: 1.48, -0.28

---

ORCA calculation (ωB97M-V with the def2-TZVPD basis set) on a molecular structure, C29H28AsBrN4PS4Tc in a non-equilibrium geometry.

Geometry (Å):
Tc: 0.2666 -0.0141 0.1013
Br: -5.6403 -4.1892 2.1809
C: -4.4411 -2.8786 1.5373
C: -4.8540 -1.9908 0.5553
C: -3.9993 -1.0039 0.1147
C: -2.7094 -0.8823 0.6488
C: -2.3001 -1.8133 1.6090
C: -3.1542 -2.8012 2.0499
N: -1.8328 0.1318 0.2511
C: -2.3277 1.2605 -0.1870
C: -1.4266 2.2762 -0.6095
C: -1.8446 3.5150 -1.1139
C: -0.8951 4.4403 -1.4845
C: 0.4501 4.1242 -1.2974
C: 0.7894 2.8895 -0.7860
N: -0.1125 1.9606 -0.4673
H: -5.8461 -2.0736 0.1438
H: -4.3398 -0.3439 -0.6667
H: -1.3064 -1.7439 2.0257
H: -2.8289 -3.5024 2.7996
H: -3.3937 1.4476 -0.1960
H: -2.8978 3.7276 -1.2102
H: -1.1800 5.3917 -1.9033
H: 1.2236 4.8292 -1.5502
H: 1.8271 2.6290 -0.6277
S: 4.4495 -2.7020 0.6021
As: 2.7971 -2.0538 -0.5343
S: 2.6090 0.1706 -0.5287
S: 0.7949 -2.2986 0.5084
S: 2.7753 -2.9066 -2.4615
C: 1.0440 -1.2696 -5.2986
N: 0.3337 -1.1651 -4.0559
C: -0.6660 -1.9743 -3.6162
C: -0.9187 -1.6178 -2.3254
N: -0.0844 -0.5988 -1.9764
C: 0.6547 -0.3530 -3.0454
H: 0.4603 -1.8509 -6.0080
H: 1.9981 -1.7757 -5.1307
H: 1.2374 -0.2772 -5.7025
H: -1.1110 -2.7301 -4.2266
H: -1.6127 -2.0438 -1.6281
H: 1.4130 0.4029 -3.1103
C: 2.5091 0.8382 2.7558
P: 0.7244 0.6724 2.3890
C: 0.2085 -0.2092 3.9061
C: -0.2894 0.4724 5.0134
C: -0.5655 -0.2141 6.1827
C: -0.3126 -1.5735 6.2694
C: 0.2150 -2.2501 5.1818
C: 0.4609 -1.5753 3.9998
C: 0.0148 2.3232 2.6336
C: 0.7694 3.4835 2.7251
C: 0.1338 4.7089 2.8482
C: -1.2473 4.7845 2.8654
C: -2.0039 3.6257 2.7897
C: -1.3764 2.4019 2.6678
H: 2.6646 1.2419 3.7567
H: 2.9928 1.4705 2.0118
H: 2.9562 -0.1579 2.7096
H: -0.4517 1.5400 4.9703
H: -0.9639 0.3203 7.0336
H: -0.5081 -2.0982 7.1911
H: 0.4480 -3.3001 5.2627
H: 0.8612 -2.1095 3.1482
H: 1.8465 3.4324 2.7207
H: 0.7197 5.6095 2.9364
H: -1.7392 5.7424 2.9463
H: -3.0802 3.6827 2.8340
H: -1.9537 1.4871 2.6321

Force components x, y, z for each atom (eV/Å):
Tc 2.93 -2.49 -0.75
Br 0.18 0.14 -0.11
C 0.04 -0.11 0.10
C -0.12 -0.07 0.11
C 0.31 0.11 0.01
C -0.93 -1.11 0.45
C 0.18 0.45 -0.25
C -0.27 -0.08 0.05
N -0.78 1.65 -0.54
C 0.07 -1.55 0.68
C 0.82 1.10 -0.47
C 0.00 -0.79 0.30
C 0.66 -0.04 0.06
C -0.62 0.22 -0.14
C 0.30 -0.10 0.06
N -0.60 1.11 -0.40
H -0.11 0.00 -0.08
H -0.02 0.06 -0.16
H -0.01 0.01 0.07
H 0.07 -0.08 0.12
H -0.06 -0.02 0.03
H -0.12 -0.04 0.00
H -0.06 0.12 -0.01
H 0.13 0.06 -0.01
H 0.00 -0.06 -0.03
S -1.05 0.60 0.02
As 1.83 -1.40 -0.46
S -1.42 0.51 0.49
S -0.56 1.01 -0.01
S -0.55 0.56 0.51
C 0.57 -0.09 -0.53
N -0.34 0.46 0.49
C -0.39 -0.21 0.48
C -0.33 -0.45 -0.40
N 0.04 0.40 0.17
C 0.27 0.22 -0.04
H -0.05 0.10 0.02
H -0.10 0.02 0.03
H -0.07 -0.04 -0.04
H -0.03 -0.21 -0.17
H -0.12 -0.13 0.04
H 0.21 -0.03 0.01
C -0.07 0.06 -0.23
P 0.66 0.39 0.93
C -0.17 -0.18 -0.30
C -0.02 0.11 -0.15
C 0.01 -0.01 0.09
C 0.02 0.06 0.02
C -0.01 -0.05 0.07
C 0.00 0.03 -0.12
C -0.07 -0.16 -0.13
C -0.02 -0.15 0.04
C 0.02 0.16 -0.05
C -0.01 0.07 0.00
C -0.12 -0.02 -0.03
C 0.06 0.00 0.05
H -0.18 0.01 0.02
H 0.05 -0.09 0.02
H -0.01 0.03 -0.13
H -0.06 0.01 0.03
H 0.00 0.02 0.03
H -0.04 -0.08 0.09
H -0.01 -0.13 -0.05
H 0.09 -0.06 0.00
H 0.15 0.03 -0.01
H 0.10 0.12 -0.01
H -0.01 0.08 0.06
H -0.15 -0.01 0.01
H -0.14 -0.03 0.04

## Properties
- Highest occupied orbital energy (alpha / beta): -9.703 / -9.510 eV
- HOMO-LUMO gap (alpha / beta): 4.95 / 4.05 eV
- Molar mass: 844.64 g/mol
- Energy above the lowest of the compared OMol25 structures with the same formula, charge and spin: 73.3 kJ/mol
- Spin multiplicity: 4
- Net charge: +1
- Total energy: -222194.445 eV
- Largest force on an atom: 0.0762 Eh/bohr

natural (NBO) population analysis, charges in e, atoms 1 to 2: 0.46, 0.12

---

ORCA calculation (ωB97M-V with the def2-TZVPD basis set) on a molecular structure, C29H28CrN7O5S3 in a non-equilibrium geometry.

Geometry (Å):
Cr: -0.2771 -0.4217 0.4031
N: -2.2392 5.0351 4.8739
C: -2.4121 4.2544 3.7578
C: -3.5327 3.4247 3.6327
C: -3.7348 2.6909 2.4812
C: -2.8263 2.7901 1.4426
C: -1.7089 3.5995 1.5456
C: -1.5034 4.3309 2.6968
S: -2.9547 1.6793 0.0656
O: -4.3079 1.2939 -0.1909
O: -2.1907 2.1853 -1.0466
N: -2.0708 0.4177 0.6665
C: -2.5961 -0.6710 1.2011
N: -3.8056 -0.8184 1.7145
C: -4.0834 -1.9938 2.2590
C: -3.1651 -3.0378 2.3230
C: -1.9168 -2.8103 1.7632
N: -1.6255 -1.6474 1.1990
H: -2.7650 4.7877 5.6956
H: -1.3232 5.4232 5.0311
H: -4.2340 3.3642 4.4520
H: -4.5854 2.0368 2.3725
H: -1.0132 3.6404 0.7222
H: -0.6386 4.9704 2.7935
H: -5.0816 -2.0786 2.6672
H: -3.3993 -3.9788 2.7919
H: -1.1351 -3.5612 1.7583
N: 1.0289 -1.7672 -0.0703
C: 1.3534 -2.6381 -0.7743
N: 1.7835 -3.6843 -1.4037
C: 2.7797 -3.6029 -2.4624
C: 3.6559 -4.8565 -2.3560
O: 2.8873 -6.0334 -2.4567
C: 1.9226 -6.0987 -1.4363
C: 0.9762 -4.8945 -1.4977
H: 3.3719 -2.6969 -2.3418
H: 2.2639 -3.5665 -3.4286
H: 4.1847 -4.8410 -1.3897
H: 4.3861 -4.8991 -3.1657
H: 2.4164 -6.1268 -0.4536
H: 1.3777 -7.0303 -1.5932
H: 0.2631 -4.9224 -0.6759
H: 0.4408 -4.8954 -2.4542
O: 0.5297 -1.6347 -3.4462
S: -0.5522 -0.6922 -3.2475
O: -1.8616 -1.2124 -3.4943
N: -0.3709 -0.0859 -1.7200
C: 0.0586 1.1542 -1.7649
S: 0.6848 1.7902 -0.3569
C: 0.0816 1.7817 -3.0716
C: 0.3638 3.1077 -3.3601
C: 0.3371 3.5059 -4.6857
C: 0.0577 2.5917 -5.6924
C: -0.2265 1.2591 -5.4000
C: -0.2172 0.8735 -4.0804
H: 0.5752 3.7886 -2.5512
H: 0.5481 4.5352 -4.9360
H: 0.0505 2.9186 -6.7204
H: -0.4426 0.5555 -6.1887
C: 0.4849 -0.1017 2.3785
C: 1.7934 0.5426 2.2334
C: 2.9184 -0.1938 1.8419
C: 4.1226 0.4259 1.5718
C: 4.2500 1.7996 1.7106
C: 3.1631 2.5391 2.1475
C: 1.9559 1.9213 2.4102
H: -0.2080 0.5480 2.9200
H: 0.5787 -1.0523 2.9087
H: 2.8247 -1.2654 1.7291
H: 4.9718 -0.1681 1.2623
H: 5.1887 2.2906 1.4917
H: 3.2630 3.6083 2.2766
H: 1.1108 2.5179 2.7214

Force components x, y, z for each atom (eV/Å):
Cr 0.64 2.05 0.89
N 0.01 0.17 0.24
C -0.10 -0.11 -0.35
C 0.11 0.05 0.02
C -0.06 0.05 0.05
C -0.12 -0.38 -0.54
C 0.02 0.12 -0.01
C -0.08 -0.05 0.08
S 0.35 0.26 -0.36
O -0.06 0.03 0.45
O -0.44 0.29 0.53
N 0.29 0.68 -1.10
C -0.08 -1.30 0.63
N -0.46 0.09 0.20
C 0.36 0.09 -0.14
C 0.09 -0.05 -0.04
C -0.10 0.16 -0.01
N -0.98 -0.44 0.25
H 0.15 0.05 0.00
H -0.13 -0.08 0.09
H -0.12 -0.02 0.06
H -0.13 -0.10 0.04
H 0.11 0.04 -0.05
H 0.12 0.09 -0.05
H -0.06 -0.17 0.09
H -0.06 -0.07 0.00
H 0.00 -0.02 0.05
N 0.42 -1.19 -0.80
C 0.02 0.57 0.89
N -0.04 -0.09 -0.24
C 0.47 -0.14 -0.44
C 0.11 0.36 0.01
O -0.01 -0.03 -0.16
C -0.29 0.08 0.11
C -0.03 -0.63 0.11
H -0.02 -0.03 0.01
H 0.10 0.04 0.09
H 0.00 0.01 -0.12
H -0.07 0.13 0.08
H -0.06 -0.01 -0.04
H -0.06 0.10 0.09
H -0.03 0.00 -0.01
H -0.02 0.06 0.11
O 0.11 0.22 -0.16
S 0.24 -0.62 -0.05
O -0.18 0.40 -0.01
N -0.57 -0.12 -0.77
C 0.56 0.06 0.81
S 0.40 -0.28 0.21
C -0.04 0.30 -0.91
C -0.12 -0.37 0.07
C 0.08 0.02 0.03
C -0.07 -0.19 0.05
C -0.03 -0.16 -0.25
C -0.04 0.03 0.88
H 0.06 0.12 0.06
H -0.01 0.06 -0.06
H 0.00 0.01 -0.11
H -0.06 -0.06 -0.08
C -0.61 -0.22 -0.41
C 0.71 0.26 0.02
C -0.20 0.08 0.13
C 0.12 0.00 0.06
C 0.12 0.06 -0.01
C 0.15 0.07 0.01
C -0.02 -0.20 -0.01
H -0.13 -0.08 -0.10
H -0.18 -0.09 -0.17
H 0.01 -0.05 -0.01
H 0.06 -0.02 -0.04
H 0.03 -0.01 0.00
H -0.03 0.07 0.01
H -0.18 0.04 0.06

## Properties
- Highest occupied orbital energy (alpha / beta): -7.654 / -7.653 eV
- HOMO-LUMO gap (alpha / beta): 7.35 / 7.56 eV
- Molar mass: 702.78 g/mol
- Spin multiplicity: 2
- Net charge: 0
- Total energy: -112121.041 eV
- Largest force on an atom: 0.0453 Eh/bohr

Mulliken population analysis, charges in e, atoms 1 to 2: -0.84, -0.53

---

Among the records above, which one has the lowest net charge?
C29H28CrN7O5S3

---

Which of these has the highest largest force on an atom?
C29H28AsBrN4PS4Tc

---

The lowest total energy belongs to which entry?
C29H28AsBrN4PS4Tc

---

Look up the largest force on an atom of the third one.
0.0453 Eh/bohr